No. 1
A 15-piece molecular cluster, C31H73Br2N20O29S3 overall. Source: the OMol25 dataset; level of theory: ωB97M-V with the def2-TZVPD basis set.

As for the orbital gap: 7.7 eV. The charge is +1.

Structure (XYZ):
```
158
Properties=species:S:1:pos:R:3:forces:R:3
C 5.467 2.331 -0.967 -0.6 0.4 -0.1
C 4.643 3.559 -0.489 0.5 -1.0 -0.6
N 3.203 3.250 -0.593 0.2 0.1 0.4
C 2.436 3.556 0.609 -0.2 0.8 0.5
C 2.498 5.004 1.137 -0.2 0.1 0.1
C 2.599 3.727 -1.766 -0.5 -0.1 -0.9
S 2.328 5.275 -2.146 -0.2 0.2 0.2
S 2.113 2.455 -2.975 0.1 -0.1 0.6
C 0.292 2.693 -3.035 0.3 -0.4 0.1
C -0.398 1.298 -3.053 0.5 1.0 0.0
C -1.522 1.181 -2.019 -0.1 -0.3 -0.9
C -1.065 1.461 -0.622 1.3 -0.6 0.6
N -1.925 2.153 0.347 -0.8 1.9 -0.4
C -2.675 3.344 -0.036 0.4 0.2 -0.4
C -1.845 4.507 -0.616 -0.5 0.3 0.0
O -0.646 4.745 0.079 0.1 -0.3 0.2
C -1.231 2.134 1.496 -0.6 -1.4 -1.4
N -1.218 3.023 2.419 0.2 0.4 0.9
N -0.432 2.803 3.573 0.1 -0.1 0.4
N -0.485 1.002 1.499 0.5 -0.8 1.4
C -0.714 0.259 0.289 -0.8 -0.1 -2.1
N -1.950 -0.604 0.212 2.1 1.2 -2.2
C -2.534 -0.773 1.213 -1.8 -1.1 3.0
S -3.176 -1.060 2.597 -0.4 0.0 0.5
C 0.384 -0.668 -0.215 0.7 -0.4 0.7
Br 2.139 0.179 -0.068 -0.4 0.2 -0.1
C 0.369 -2.083 0.441 0.9 -0.3 -0.3
C 1.661 -2.546 1.098 -0.5 -0.6 0.3
Br -0.006 -3.403 -0.979 -0.2 0.2 0.2
H 5.882 1.801 -0.117 0.3 0.0 0.0
H 4.788 1.642 -1.466 0.0 -0.1 -0.1
H 6.223 2.617 -1.691 0.3 -0.1 0.2
H 4.886 4.418 -1.110 0.0 0.2 0.2
H 4.914 3.761 0.541 -0.2 0.2 0.1
H 2.751 2.897 1.411 0.3 -0.3 -0.1
H 1.380 3.318 0.452 0.1 -0.3 -0.2
H 3.414 5.531 0.893 0.2 -0.1 -0.1
H 2.417 5.008 2.224 0.0 -0.1 0.1
H 1.678 5.613 0.766 0.0 0.1 -0.1
H 0.007 3.292 -3.883 0.0 0.1 -0.2
H 0.065 3.271 -2.145 -0.1 0.0 0.1
H 0.368 0.531 -2.957 -0.1 -0.2 0.3
H -0.822 1.177 -4.041 -0.1 -0.2 -0.1
H -1.939 0.183 -2.140 -0.2 -0.2 0.4
H -2.304 1.853 -2.366 -0.2 0.3 0.3
H -0.119 2.017 -0.620 0.0 0.1 -0.5
H -3.269 3.689 0.807 0.0 -0.2 0.2
H -3.377 3.040 -0.805 -0.3 0.0 0.0
H -2.456 5.403 -0.504 -0.1 0.1 -0.1
H -1.720 4.385 -1.690 0.3 -0.2 -0.1
H 0.129 4.505 -0.448 -0.1 0.2 -0.1
H -1.775 3.858 2.332 0.2 0.1 0.1
H -0.163 3.701 3.961 -0.3 0.1 -0.1
H 0.449 2.387 3.271 0.0 0.1 -0.2
H -0.404 0.509 2.382 0.2 0.0 0.0
H 0.238 -0.818 -1.273 -0.1 0.2 -0.2
H -0.420 -2.221 1.171 -0.3 0.2 -0.1
H 1.920 -1.906 1.935 0.2 0.2 0.0
H 2.473 -2.689 0.397 0.2 0.3 -0.1
H 1.455 -3.519 1.534 0.0 -0.1 0.1
C 4.541 -0.617 2.922 0.1 -0.2 0.0
N 5.289 0.668 2.843 0.0 0.0 0.0
O 6.449 0.670 3.185 -0.1 0.1 -0.1
O 4.671 1.637 2.431 0.1 -0.1 0.0
H 5.205 -1.386 3.301 0.1 0.1 0.0
H 3.701 -0.467 3.594 0.0 0.1 -0.1
H 4.202 -0.855 1.918 -0.1 0.1 0.0
C 0.881 -6.968 2.637 0.1 0.1 0.2
N 1.872 -5.912 2.981 -0.1 -0.1 0.1
O 1.472 -4.936 3.601 0.1 -0.1 -0.1
O 3.017 -6.083 2.624 -0.1 0.2 0.1
H -0.087 -6.674 3.018 0.0 0.0 0.0
H 0.863 -7.056 1.563 0.2 0.0 -0.1
H 1.214 -7.890 3.100 0.1 0.0 -0.1
C -0.624 3.358 -7.979 0.1 -0.1 -0.1
N -0.549 3.471 -6.499 0.0 -0.1 -0.3
O -0.961 2.526 -5.840 -0.1 0.2 -0.1
O -0.093 4.492 -6.036 -0.1 -0.2 0.1
H -1.054 2.395 -8.230 0.0 0.0 0.1
H -1.254 4.165 -8.333 0.3 0.0 0.1
H 0.387 3.446 -8.367 0.0 0.1 0.1
C 0.606 9.688 -2.357 -0.1 0.0 -0.2
N 1.846 8.866 -2.281 0.0 0.0 -0.1
O 2.225 8.324 -3.301 0.0 0.0 0.2
O 2.391 8.797 -1.198 -0.1 0.0 -0.1
H 0.233 9.658 -3.375 0.1 0.0 0.0
H -0.113 9.259 -1.666 0.1 0.1 0.1
H 0.868 10.702 -2.068 0.0 0.0 0.1
C -4.147 0.620 -4.657 0.0 0.1 0.1
N -4.496 1.188 -5.991 0.0 0.1 0.0
O -5.041 2.275 -6.016 0.1 -0.2 -0.1
O -4.206 0.522 -6.961 0.0 0.1 0.1
H -4.462 1.321 -3.891 -0.1 0.0 -0.1
H -4.669 -0.327 -4.553 0.1 0.0 -0.1
H -3.070 0.481 -4.639 0.0 -0.1 -0.1
C -5.250 4.077 -9.329 -0.1 -0.1 -0.1
N -3.929 4.298 -9.981 -0.1 0.0 0.0
O -3.881 4.282 -11.188 0.1 0.0 0.2
O -2.975 4.480 -9.239 -0.4 0.1 -0.3
H -5.995 3.931 -10.102 0.1 0.0 -0.1
H -5.162 3.196 -8.698 0.1 0.1 0.1
H -5.472 4.959 -8.736 0.1 0.0 0.1
C -1.442 -8.439 -1.510 -0.1 -0.1 0.0
N -1.362 -8.290 -0.031 -0.1 -0.1 -0.1
O -1.831 -9.172 0.655 0.1 0.2 0.0
O -0.823 -7.282 0.395 -0.4 -0.2 -0.3
H -1.942 -9.373 -1.737 0.0 0.0 0.1
H -2.007 -7.593 -1.893 0.1 0.1 0.0
H -0.428 -8.436 -1.893 0.0 0.2 0.0
C -6.641 -1.261 3.550 0.0 0.0 -0.2
N -8.114 -1.053 3.618 0.0 0.0 -0.1
O -8.713 -0.918 2.569 0.0 0.0 0.2
O -8.611 -1.031 4.725 0.0 0.0 -0.2
H -6.339 -1.259 2.509 -0.1 0.0 0.0
H -6.170 -0.449 4.094 0.0 -0.1 0.1
H -6.424 -2.219 4.015 0.0 0.1 0.1
C 5.790 -1.237 -4.929 0.2 0.0 0.0
N 5.028 -1.407 -3.660 0.1 0.0 -0.1
O 5.671 -1.563 -2.638 -0.4 0.0 -0.1
O 3.818 -1.378 -3.735 0.1 0.0 0.1
H 6.849 -1.285 -4.704 0.0 0.0 0.1
H 5.495 -2.042 -5.596 -0.1 0.1 0.0
H 5.521 -0.270 -5.343 -0.1 -0.1 0.0
C 7.985 -0.925 -0.507 -0.2 0.0 -0.2
N 9.292 -0.716 -1.190 0.0 0.0 0.0
O 9.299 -0.732 -2.407 0.1 0.0 0.2
O 10.262 -0.544 -0.481 -0.1 0.0 -0.1
H 7.224 -1.064 -1.267 0.1 0.0 0.1
H 8.079 -1.807 0.119 0.1 0.1 0.1
H 7.787 -0.041 0.093 0.1 0.0 0.1
C 1.622 -11.696 -2.626 -0.1 -0.1 -0.2
N 1.422 -10.223 -2.528 0.0 -0.1 -0.1
O 0.692 -9.692 -3.346 0.2 -0.1 0.1
O 2.001 -9.646 -1.631 -0.2 0.0 -0.1
H 1.047 -12.067 -3.465 0.0 0.1 0.0
H 2.684 -11.871 -2.772 0.0 0.0 0.1
H 1.279 -12.133 -1.693 0.1 0.0 0.0
C -4.237 -0.244 7.907 0.1 -0.3 0.0
N -4.354 -0.413 6.432 0.1 -0.1 0.2
O -3.889 -1.423 5.936 -0.1 0.2 -0.1
O -4.911 0.476 5.817 0.1 -0.1 -0.1
H -3.722 -1.107 8.312 0.0 0.0 -0.1
H -3.674 0.665 8.089 -0.1 0.1 0.0
H -5.241 -0.166 8.308 0.0 0.2 0.0
C -0.053 -6.946 6.879 0.0 0.1 0.2
N 0.287 -8.302 6.364 0.0 -0.1 0.1
O 0.585 -9.154 7.171 0.0 0.1 -0.2
O 0.240 -8.454 5.156 0.0 0.0 0.3
H 0.030 -6.957 7.959 0.0 -0.1 0.0
H 0.650 -6.244 6.439 -0.1 0.0 -0.1
H -1.070 -6.725 6.568 0.0 0.0 -0.1
C -5.507 3.092 11.121 -0.2 0.1 0.0
N -5.375 1.809 10.375 0.0 0.1 0.2
O -6.270 1.506 9.613 0.2 -0.1 0.1
O -4.372 1.151 10.588 -0.2 0.1 -0.1
H -6.440 3.563 10.834 0.0 -0.1 0.0
H -5.500 2.854 12.181 0.1 0.0 0.0
H -4.658 3.713 10.855 0.1 -0.1 0.1
```
Positions in Å, forces in eV/Å.


No. 2
C31H73FO18P as an isolated structure. Source: the OMol25 dataset; level of theory: ωB97M-V with the def2-TZVPD basis set.

As for the orbital gap: 7.2 eV. The charge is -1.

Structure (XYZ):
```
124
Properties=species:S:1:pos:R:3:forces:R:3
C 6.097 -0.163 1.383 -0.4 -0.3 0.1
C 4.806 -0.184 0.404 1.2 0.9 0.2
O 4.760 -1.307 -0.509 -0.2 0.4 2.1
C 4.630 -2.563 0.203 0.2 -0.4 -0.2
C 3.809 -3.554 -0.751 1.6 -0.7 0.6
O 2.441 -3.774 -0.359 0.6 1.5 -1.1
C 1.721 -2.541 -0.157 -0.6 -0.2 2.2
O 1.804 -1.521 -1.186 -1.2 -2.7 2.4
P 0.334 -0.633 -0.805 -0.6 2.5 0.2
F -1.148 0.197 -0.320 1.0 0.2 -0.4
C -0.250 -0.348 -2.601 -2.5 0.6 -1.4
C -0.647 1.202 -2.729 2.4 2.2 0.0
O 0.210 2.122 -2.814 -2.5 -3.2 0.3
O -2.011 1.631 -2.727 1.0 -1.2 0.4
O -0.606 -2.090 -0.700 2.1 -1.2 0.9
C 0.168 -2.991 0.140 -0.6 1.6 -2.4
O -0.275 -2.777 1.496 0.1 -1.6 -1.0
C -1.587 -3.336 1.731 -0.7 0.2 0.9
C -2.785 -2.252 1.733 -0.7 -0.1 0.9
C -2.401 -0.873 2.479 -0.4 -0.1 0.0
O -3.355 -2.057 0.412 0.4 -0.2 0.6
H 6.206 0.892 1.815 -0.1 -1.5 -0.6
H 5.960 -0.889 2.261 0.2 1.0 -1.2
H 7.055 -0.469 0.845 -1.3 0.5 0.6
H 3.889 -0.092 1.073 0.8 -0.3 -1.0
H 4.884 0.753 -0.245 -0.3 -1.4 0.8
H 4.115 -2.455 1.223 0.5 0.0 -1.5
H 5.693 -2.950 0.429 -1.5 0.3 -0.5
H 4.331 -4.578 -0.672 -1.0 1.4 -0.1
H 3.947 -3.209 -1.827 -0.5 -0.2 1.3
H 2.026 -2.165 0.892 0.1 0.0 -1.7
H 1.142 0.574 -0.942 -0.5 -0.1 0.0
H 0.667 -0.542 0.603 -0.3 -0.8 -0.3
H -1.219 -0.956 -2.730 1.5 0.9 0.1
H 0.483 -0.667 -3.406 -0.7 0.7 1.1
H -2.170 2.240 -1.975 0.6 -0.5 -0.6
H 0.008 -4.047 -0.272 0.1 1.2 1.0
H -1.807 -4.240 1.063 0.2 1.4 0.6
H -1.567 -3.754 2.807 0.0 0.7 -1.4
H -3.630 -2.715 2.369 1.3 0.4 -0.8
H -2.783 -0.920 3.565 0.6 0.0 -1.5
H -2.976 -0.020 1.972 1.0 -1.2 0.6
H -1.290 -0.646 2.492 -1.4 -0.3 -0.2
H -4.252 -1.679 0.474 0.8 -0.2 0.3
C 1.169 1.460 3.254 -0.1 0.0 -0.3
O 0.696 0.297 3.917 0.4 0.1 0.4
C 1.752 -0.470 4.484 -0.6 -0.1 0.1
C 1.878 -0.223 5.984 0.4 0.1 -0.3
O 2.281 1.117 6.260 -0.4 0.0 0.0
C 1.190 1.942 6.642 0.2 0.0 0.0
H 0.322 2.125 3.077 0.0 -0.2 0.0
H 1.915 1.999 3.844 0.0 -0.1 0.1
H 1.599 1.173 2.290 0.0 0.1 -0.1
H 2.699 -0.268 3.972 0.0 0.1 0.1
H 1.504 -1.524 4.324 0.0 0.0 0.0
H 2.657 -0.879 6.383 0.0 0.0 0.0
H 0.941 -0.460 6.500 0.0 0.0 -0.1
H 0.907 1.725 7.677 -0.1 0.0 0.0
H 0.327 1.806 5.988 0.0 -0.1 0.0
H 1.513 2.983 6.578 0.1 -0.1 0.0
C 8.321 -4.099 -3.604 0.0 0.0 -0.2
O 8.712 -2.769 -3.909 -0.1 -0.1 0.3
C 7.930 -1.799 -3.212 0.3 0.2 -0.1
C 8.669 -1.253 -1.996 -0.5 -0.2 0.1
O 8.865 -2.266 -1.010 0.3 0.0 -0.3
C 10.180 -2.800 -1.042 -0.2 0.0 0.2
H 9.108 -4.772 -3.949 0.0 0.1 0.0
H 8.180 -4.250 -2.531 0.0 0.1 0.0
H 7.394 -4.341 -4.133 0.0 -0.1 0.1
H 6.958 -2.215 -2.925 0.1 0.0 0.1
H 7.748 -0.975 -3.909 0.0 0.0 0.0
H 8.055 -0.474 -1.536 0.0 0.0 0.0
H 9.625 -0.803 -2.288 0.0 -0.1 0.0
H 10.878 -2.096 -0.579 0.1 0.0 0.0
H 10.506 -3.025 -2.060 0.0 0.0 0.0
H 10.184 -3.727 -0.465 -0.1 0.1 0.0
C -0.253 3.354 -5.736 0.1 0.0 0.1
O -0.416 3.917 -7.035 -0.4 -0.1 -0.1
C -1.393 3.228 -7.808 0.2 0.5 0.0
C -2.725 3.972 -7.816 -0.1 -0.5 0.3
O -3.314 3.998 -6.519 0.2 0.3 -0.2
C -3.106 5.236 -5.854 -0.1 -0.1 0.1
H 0.295 4.069 -5.121 0.0 -0.1 -0.1
H -1.211 3.146 -5.254 0.1 0.0 0.0
H 0.331 2.431 -5.804 -0.1 0.0 0.1
H -1.520 2.200 -7.449 -0.1 0.1 0.1
H -1.014 3.179 -8.834 0.0 0.0 0.0
H -3.421 3.439 -8.471 0.0 0.0 0.0
H -2.604 4.988 -8.208 0.1 0.0 0.1
H -3.780 5.994 -6.266 0.0 0.1 0.0
H -2.073 5.578 -5.938 0.0 0.0 0.0
H -3.340 5.098 -4.797 0.0 0.0 -0.1
C -6.239 -5.185 6.977 0.1 -0.1 0.1
O -5.037 -5.910 6.771 -0.2 0.1 -0.3
C -4.915 -6.393 5.434 0.5 0.1 0.2
C -3.991 -5.511 4.603 -0.5 0.1 -0.2
O -4.541 -4.210 4.416 0.1 -0.2 0.4
C -3.973 -3.249 5.296 0.0 0.1 -0.2
H -6.146 -4.631 7.913 0.1 -0.1 0.0
H -6.434 -4.474 6.170 0.0 0.0 0.0
H -7.080 -5.881 7.062 -0.1 0.1 0.0
H -5.900 -6.484 4.962 0.1 0.1 0.0
H -4.480 -7.396 5.495 0.0 0.0 0.0
H -3.880 -5.956 3.610 0.0 0.0 0.0
H -2.995 -5.450 5.056 -0.1 0.0 0.1
H -2.976 -2.969 4.943 0.0 0.0 0.1
H -3.910 -3.620 6.321 0.0 -0.1 0.0
H -4.609 -2.362 5.288 0.0 -0.1 -0.1
C -6.268 5.686 -0.230 -0.1 -0.1 0.1
O -7.197 6.636 -0.731 0.3 0.1 -0.1
C -6.559 7.797 -1.257 -0.5 -0.1 -0.2
C -6.478 7.749 -2.779 0.5 -0.1 0.2
O -5.628 6.696 -3.223 -0.4 0.0 0.1
C -6.357 5.552 -3.647 0.2 0.0 -0.1
H -6.790 4.737 -0.095 0.0 0.1 0.0
H -5.432 5.527 -0.915 0.0 0.0 0.0
H -5.888 6.019 0.741 0.1 -0.1 0.0
H -5.564 7.927 -0.816 0.0 -0.1 -0.1
H -7.169 8.657 -0.966 0.0 0.0 0.0
H -6.040 8.686 -3.136 0.0 0.0 0.0
H -7.476 7.655 -3.222 0.0 0.0 0.1
H -6.787 5.734 -4.637 -0.1 -0.1 0.0
H -7.151 5.288 -2.945 0.0 0.1 0.0
H -5.663 4.712 -3.716 0.0 0.1 0.0
```
Positions in Å, forces in eV/Å.


No. 3
C31H73GaNO as an isolated structure. Source: the OMol25 dataset; level of theory: ωB97M-V with the def2-TZVPD basis set.

As for the orbital gap: 6.6 eV. The charge is -1.

Structure (XYZ):
```
107
Properties=species:S:1:pos:R:3:forces:R:3
C 9.576 -2.916 -2.691 -0.4 1.1 -1.0
C 10.244 -1.757 -3.561 1.4 -2.1 -0.2
O 11.396 -1.942 -3.994 -2.8 1.0 0.9
N 9.451 -0.537 -3.737 1.6 0.7 -0.2
C 10.429 0.585 -3.452 0.4 -0.7 0.6
C 9.006 -0.341 -5.151 0.0 -0.8 -1.3
C 7.723 -1.198 -5.551 -0.4 0.4 0.8
C 6.321 -0.491 -5.129 0.7 -1.6 0.5
C 6.038 -0.935 -3.608 0.2 -0.1 -1.0
Ga 4.337 -0.112 -2.779 0.2 -0.4 0.3
H 8.454 -2.838 -2.885 1.4 -0.3 0.5
H 9.993 -3.928 -2.999 -0.5 1.4 0.5
H 9.785 -2.671 -1.606 -0.3 -0.4 -1.2
H 9.897 1.579 -3.375 0.5 -1.3 -0.1
H 11.237 0.579 -4.255 -0.9 0.3 1.0
H 10.911 0.306 -2.452 -0.5 0.8 -1.3
H 8.870 0.784 -5.291 -0.1 -1.6 0.1
H 9.861 -0.684 -5.840 -0.9 0.7 0.8
H 7.732 -1.518 -6.645 0.2 0.6 1.3
H 7.763 -2.145 -4.907 0.0 1.1 -1.1
H 5.519 -0.939 -5.814 0.9 0.8 1.0
H 6.350 0.633 -5.254 0.0 -1.2 0.1
H 6.962 -0.709 -2.986 -1.1 -0.3 -0.8
H 5.900 -2.075 -3.629 0.3 1.4 0.1
H 3.328 -1.341 -2.451 -0.1 0.0 -0.1
H 4.737 0.534 -1.363 0.1 0.2 0.2
H 3.626 1.016 -3.668 0.0 0.0 -0.3
C -2.492 -1.575 -0.332 0.0 0.1 0.2
C -2.810 -0.531 -1.393 -0.1 -0.1 -0.1
C -1.995 -0.706 -2.676 0.0 0.1 0.0
C -0.479 -0.559 -2.509 0.0 0.0 0.1
C -0.018 0.776 -1.924 0.2 -0.1 -0.1
C -0.374 1.971 -2.798 0.0 0.1 0.1
H -1.452 -1.514 -0.003 -0.1 0.0 0.0
H -3.125 -1.423 0.547 0.0 -0.1 0.0
H -2.675 -2.584 -0.710 0.1 0.0 0.0
H -2.665 0.472 -0.980 0.0 0.0 0.0
H -3.874 -0.607 -1.646 0.0 0.1 0.0
H -2.353 0.012 -3.421 0.0 0.0 0.0
H -2.202 -1.698 -3.095 0.0 0.0 0.0
H -0.010 -0.697 -3.489 0.0 0.0 0.1
H -0.100 -1.368 -1.879 0.0 0.0 -0.1
H 1.069 0.743 -1.805 -0.1 -0.1 0.0
H -0.431 0.918 -0.920 0.0 0.0 0.0
H 0.069 1.871 -3.792 0.0 0.0 0.0
H 0.008 2.893 -2.350 0.0 0.0 -0.1
H -1.456 2.084 -2.910 0.0 0.0 0.0
C 3.223 4.097 -2.604 0.2 0.1 -0.1
C 3.336 5.587 -2.897 -0.2 0.0 0.2
C 2.006 6.224 -3.306 0.1 0.1 -0.1
C 1.392 5.675 -4.598 0.0 -0.1 0.1
C 2.283 5.784 -5.836 -0.1 0.0 0.0
C 2.619 7.221 -6.212 0.1 0.0 -0.1
H 2.913 3.533 -3.486 0.1 -0.1 0.1
H 4.190 3.701 -2.285 -0.1 -0.1 0.0
H 2.502 3.910 -1.804 0.0 0.0 0.0
H 4.095 5.756 -3.668 0.0 0.0 0.0
H 3.698 6.093 -1.995 0.0 0.0 -0.1
H 2.147 7.306 -3.399 0.0 0.0 0.0
H 1.282 6.086 -2.494 0.0 0.0 0.0
H 0.454 6.210 -4.787 0.0 0.0 0.0
H 1.116 4.626 -4.454 0.0 0.0 0.0
H 1.763 5.316 -6.678 0.0 0.0 0.0
H 3.207 5.216 -5.694 -0.1 0.0 0.0
H 1.709 7.796 -6.404 0.0 0.0 0.0
H 3.228 7.241 -7.120 0.0 0.1 0.0
H 3.185 7.723 -5.424 0.0 0.0 0.0
C -6.669 0.511 5.358 -0.2 -0.1 0.0
C -6.234 -0.653 4.478 0.2 0.0 0.0
C -5.133 -0.280 3.484 0.0 -0.1 -0.1
C -5.520 0.787 2.455 0.0 0.1 0.1
C -6.736 0.448 1.593 0.1 0.1 0.0
C -6.533 -0.790 0.729 -0.2 0.0 -0.1
H -7.100 1.324 4.769 0.0 0.0 0.0
H -7.430 0.180 6.070 0.0 0.1 0.0
H -5.824 0.906 5.927 0.0 0.0 0.0
H -7.103 -1.063 3.953 0.0 0.0 0.0
H -5.860 -1.455 5.123 0.0 0.0 -0.1
H -4.807 -1.186 2.964 0.0 0.0 0.0
H -4.259 0.077 4.039 0.0 0.0 0.0
H -4.658 0.962 1.801 -0.1 0.0 0.0
H -5.705 1.737 2.966 0.0 0.0 0.0
H -6.945 1.300 0.938 0.0 0.0 0.1
H -7.625 0.318 2.218 0.0 0.0 0.0
H -5.676 -0.662 0.062 0.0 -0.1 0.1
H -7.418 -0.966 0.110 0.1 -0.1 0.0
H -6.371 -1.684 1.334 0.0 0.0 0.0
C -4.571 -6.656 8.594 0.1 0.0 0.1
C -5.615 -5.814 9.317 -0.1 -0.1 -0.1
C -6.676 -5.233 8.380 0.0 0.1 0.1
C -6.145 -4.264 7.319 0.1 -0.1 0.0
C -5.389 -3.052 7.866 -0.1 0.0 -0.1
C -6.251 -2.150 8.739 0.1 0.1 0.1
H -4.002 -6.063 7.874 0.0 -0.1 0.0
H -3.861 -7.073 9.312 0.0 0.0 -0.1
H -5.041 -7.487 8.062 0.0 0.0 0.0
H -5.121 -5.017 9.880 0.0 0.0 0.0
H -6.118 -6.446 10.058 0.0 0.1 0.0
H -7.440 -4.732 8.983 0.0 0.0 0.0
H -7.189 -6.056 7.871 0.0 0.0 0.0
H -6.993 -3.912 6.720 0.0 0.0 0.0
H -5.492 -4.803 6.626 0.0 0.0 0.0
H -5.017 -2.466 7.020 0.0 -0.1 0.1
H -4.507 -3.372 8.427 0.0 0.0 0.0
H -7.116 -1.780 8.182 0.0 0.0 0.0
H -5.671 -1.285 9.073 -0.1 0.0 0.0
H -6.610 -2.670 9.630 0.0 0.0 0.0
```
Positions in Å, forces in eV/Å.


Number 1: highest occupied orbital energy -0.37182 Ha. Number 2: highest occupied orbital energy -0.17776 Ha. Number 3: highest occupied orbital energy -0.16816 Ha.